4 unconnected molecules or ions with the total composition C14H23F5O8S at a distorted geometry, computed with ωB97M-V with the def2-TZVPD basis set.

Calculated values
**LUMO**: -0.3 eV
**Kohn-Sham gap**: 9.0 eV

The geometry in XYZ format:
```
51
Properties=species:S:1:pos:R:3:forces:R:3
O -1.838 1.067 -1.640 -3.24 -8.94 -0.41
C -2.248 -0.214 -1.703 3.78 5.71 0.44
O -1.193 -1.270 -1.847 -2.54 1.72 2.07
C -0.973 -1.787 -0.486 -0.23 -1.13 2.38
C -1.129 -3.442 -0.370 1.39 0.54 -2.39
O -2.412 -3.836 0.230 2.02 1.52 1.42
S -2.379 -3.790 1.934 -6.41 0.40 1.37
O -3.701 -3.047 2.356 5.52 -2.32 -2.03
O -1.100 -2.848 2.552 2.43 -1.20 1.27
C -0.199 -3.670 3.375 -2.11 -0.78 -0.73
F -0.956 -4.069 4.616 2.81 0.87 -4.18
F 0.192 -4.865 2.543 -0.90 3.56 3.24
C 1.094 -2.772 3.849 1.66 1.13 1.18
F 0.574 -1.408 4.206 2.17 -4.99 -1.15
F 2.154 -2.624 2.816 -3.99 -0.56 3.75
F 1.694 -3.449 5.054 -2.03 2.72 -4.39
H -3.365 -0.572 -1.600 2.30 0.64 -0.28
H -1.772 -1.337 0.278 1.66 -0.87 -1.65
H 0.082 -1.540 -0.032 -1.93 -0.08 -1.42
H -0.181 -3.946 0.152 -2.25 1.19 -0.90
H -1.136 -3.825 -1.500 -0.18 0.64 2.59
C -1.337 5.115 -4.279 0.29 0.39 -0.21
C -0.383 3.959 -4.419 1.49 -0.02 -0.75
O 0.720 4.101 -4.944 -1.38 -0.09 0.66
C -0.831 2.623 -3.890 0.48 0.02 -0.15
H -0.880 6.016 -4.704 -0.08 -0.22 0.09
H -2.261 4.902 -4.823 -0.06 -0.02 0.23
H -1.549 5.296 -3.223 -0.20 -0.10 -0.08
H -1.732 2.298 -4.416 -0.10 0.06 0.24
H -1.021 2.692 -2.817 -0.17 -0.01 -0.28
H -0.041 1.883 -4.059 -0.17 0.18 0.06
C 6.260 -3.535 0.232 -0.24 -0.26 -0.37
C 5.271 -2.405 0.339 -1.36 0.06 -0.95
O 4.266 -2.368 -0.369 1.25 -0.07 0.94
C 5.560 -1.323 1.345 -0.41 0.28 -0.09
H 5.922 -4.242 -0.533 0.06 0.18 0.17
H 7.239 -3.146 -0.058 0.02 -0.06 0.22
H 6.328 -4.061 1.188 0.20 0.12 -0.02
H 6.507 -0.835 1.103 0.04 -0.13 0.19
H 5.596 -1.750 2.350 0.22 0.05 -0.05
H 4.761 -0.574 1.311 0.17 -0.18 -0.02
C -2.763 3.797 -0.293 -0.34 -0.22 -0.32
C -3.442 3.484 1.014 -1.30 -1.03 0.01
O -4.410 2.727 1.065 1.26 0.97 -0.06
C -2.890 4.132 2.255 -0.33 -0.20 0.35
H -3.268 3.259 -1.102 0.16 0.10 0.23
H -2.822 4.869 -0.495 0.21 0.00 0.09
H -1.719 3.473 -0.256 -0.01 0.19 -0.01
H -2.955 5.220 2.167 0.23 -0.05 -0.02
H -1.852 3.824 2.406 0.01 0.22 -0.07
H -3.479 3.815 3.123 0.12 0.06 -0.21
```
Forces are in eV/Å.